Entry one
DFT (ωB97M-V/def2-TZVPD) results for a cluster of 11 separate species, F6H20O10P in total.

```
37
Properties=species:S:1:pos:R:3:mulliken_charge:R:1
P 0.469 -1.129 -0.077 1.182
F 1.283 -2.517 -0.321 -0.351
F -0.931 -1.927 -0.529 -0.383
F 0.171 -1.576 1.466 -0.361
F -0.432 0.205 0.234 -0.358
F 1.840 -0.298 0.337 -0.367
F 0.706 -0.770 -1.681 -0.364
O 1.108 5.500 0.431 -0.636
H 0.721 4.773 0.921 0.322
H 1.191 6.205 1.073 0.316
O 0.775 1.887 5.681 -0.649
H 1.701 2.113 5.771 0.313
H 0.755 1.228 4.986 0.337
O 3.885 -1.144 -7.029 -0.644
H 3.612 -0.270 -7.307 0.316
H 3.075 -1.572 -6.753 0.327
O -4.003 1.923 -3.195 -0.650
H -4.263 2.787 -2.876 0.315
H -3.212 1.713 -2.698 0.336
O -6.906 -4.356 -1.824 -0.645
H -7.665 -3.837 -1.556 0.314
H -6.167 -3.950 -1.372 0.332
O 6.027 -1.959 4.170 -0.638
H 6.555 -2.056 3.378 0.320
H 5.678 -1.070 4.118 0.318
O -3.986 3.996 1.713 -0.647
H -4.605 3.507 2.256 0.318
H -3.361 3.337 1.411 0.329
O 4.362 3.272 -1.851 -0.655
H 4.147 3.887 -1.150 0.315
H 3.903 2.467 -1.613 0.340
O 0.097 -4.276 -5.853 -0.649
H 0.129 -3.934 -4.960 0.342
H -0.735 -4.748 -5.899 0.309
O -2.255 -2.438 7.135 -0.646
H -2.269 -2.121 6.232 0.328
H -1.398 -2.853 7.231 0.318
```

Results
gap between HOMO and LUMO: 11.0 eV
charge: -1
LUMO: 2.1433 eV
multiplicity: 1

***

Entry two
DFT (ωB97M-V/def2-TZVPD) results for a cluster of 11 separate species, F6H20O10P in total.

```
37
Properties=species:S:1:pos:R:3:mulliken_charge:R:1
P 0.359 0.153 -0.257 1.382
F -0.394 -0.226 1.116 -0.377
F 1.409 1.147 0.570 -0.326
F 1.301 -1.113 0.085 -0.340
F 1.333 0.429 -1.504 -0.340
F -0.596 -0.759 -1.184 -0.417
F -0.642 1.410 -0.373 -0.560
O 1.821 -0.962 3.639 -0.663
H 1.308 -1.721 3.918 0.315
H 1.221 -0.455 3.092 0.304
O 0.064 3.862 0.667 -0.649
H 0.343 4.126 -0.210 0.301
H -0.179 2.941 0.573 0.380
O -2.242 -1.720 -3.357 -0.651
H -1.652 -2.269 -2.842 0.327
H -2.813 -1.306 -2.709 0.313
O 2.090 3.200 2.871 -0.652
H 1.418 3.867 2.733 0.310
H 2.284 2.870 1.993 0.339
O -3.074 1.309 -3.232 -0.624
H -2.459 1.410 -2.506 0.313
H -2.668 1.781 -3.959 0.298
O 2.422 1.655 -3.939 -0.656
H 2.263 0.946 -3.316 0.406
H 2.513 2.437 -3.395 0.296
O -0.389 -3.383 -1.643 -0.708
H 0.319 -3.877 -1.230 0.298
H -0.204 -2.470 -1.424 0.433
O -2.195 -2.359 1.288 -0.669
H -1.639 -2.970 1.771 0.300
H -1.582 -1.826 0.782 0.346
O 2.593 -3.194 1.690 -0.655
H 2.483 -2.903 0.785 0.312
H 2.984 -2.443 2.138 0.338
O -2.796 1.037 2.211 -0.631
H -3.110 0.649 3.028 0.298
H -1.893 0.730 2.131 0.310
```

Results
gap between HOMO and LUMO: 10.9 eV
charge: -1
LUMO: 2.7349 eV
multiplicity: 1

***

Entry three
DFT (ωB97M-V/def2-TZVPD) results for a structure of composition F6H20O10P.

```
37
Properties=species:S:1:pos:R:3:mulliken_charge:R:1
P 0.256 0.384 0.145 1.903
F 1.819 0.900 0.380 -0.543
F 0.373 0.847 -1.394 -0.589
F 0.968 -1.017 -0.323 -0.220
F -1.197 -0.369 -0.242 -0.356
F 0.214 -0.235 1.669 -0.313
F -0.312 1.800 0.727 -0.722
O -3.142 -0.739 -0.723 -0.817
H -2.331 -0.452 -1.143 0.658
H -3.794 -0.093 -0.995 0.277
O 2.337 -0.550 -1.846 -0.850
H 1.561 -0.212 -1.398 0.787
H 2.893 -0.883 -1.142 0.324
O -2.333 -0.764 1.343 -0.905
H -1.462 -0.428 1.133 0.285
H -2.885 -0.468 0.620 0.338
O 2.281 -0.882 1.715 -0.793
H 1.843 -1.714 1.892 0.403
H 1.621 -0.355 1.263 0.501
O 0.626 0.617 -3.354 -0.729
H 1.100 0.347 -2.567 0.141
H 1.270 0.544 -4.058 0.255
O -0.251 3.576 -0.739 -0.755
H 0.162 3.396 -1.583 0.323
H -0.300 2.723 -0.309 0.543
O -1.617 -0.066 -2.008 -0.735
H -1.421 -0.751 -2.647 0.330
H -0.877 0.538 -2.068 0.447
O -0.427 -2.697 0.208 -0.753
H -0.315 -1.749 0.130 0.329
H -0.747 -2.972 -0.652 0.297
O 1.092 -0.367 3.508 -0.789
H 1.337 -0.802 2.691 0.287
H 0.503 -0.986 3.941 0.288
O 0.436 1.626 2.804 -0.945
H 0.039 1.508 1.941 0.527
H 0.682 0.742 3.078 0.571
```

Results
gap between HOMO and LUMO: 8.5 eV
charge: -1
LUMO: 2.7177 eV
multiplicity: 1

***

Energies in hartree, measured from the most stable structure: entry one 0.0512; entry two 0.0000; entry three 0.6939.

***

Entry one
DFT (ωB97M-V/def2-TZVPD) results for a structure of composition C24H18BrNO5RhSTe.

```
52
Properties=species:S:1:pos:R:3:mulliken_charge:R:1
Rh 0.865 0.869 0.503 -1.006
Br 0.696 3.229 1.388 -0.048
C -0.866 3.663 0.375 0.628
C -1.399 4.907 0.504 -0.778
C -2.559 5.225 -0.236 -0.546
C -3.125 4.290 -1.051 -0.901
C -2.568 2.993 -1.185 0.895
C -3.159 2.025 -2.030 -0.884
C -2.598 0.786 -2.141 -1.222
C -1.426 0.456 -1.424 0.129
C -0.801 1.350 -0.590 0.032
C -1.389 2.649 -0.467 1.229
H -0.944 5.639 1.158 0.415
H -2.990 6.214 -0.148 0.380
H -4.018 4.527 -1.617 0.372
H -4.053 2.287 -2.583 0.373
H -3.043 0.046 -2.795 0.442
H -1.018 -0.539 -1.554 0.436
O 3.143 -4.797 -2.592 -0.662
C 2.114 -4.203 -2.959 -0.256
O 1.291 -4.443 -3.858 -0.710
C 1.773 -2.989 -2.098 0.794
C 1.097 -3.144 -0.889 -0.404
C 0.813 -2.048 -0.107 -1.067
N 1.188 -0.821 -0.475 1.109
C 1.853 -0.641 -1.628 -0.101
C 2.145 -1.693 -2.464 -0.102
C 2.277 0.780 -1.898 0.152
O 2.862 1.090 -2.911 -0.713
O 1.970 1.618 -0.938 -0.499
H 0.804 -4.129 -0.552 0.413
H 0.299 -2.124 0.841 0.429
H 2.679 -1.488 -3.382 0.599
C -1.554 1.417 3.374 -1.212
C -1.600 0.263 2.420 0.970
C -2.909 -0.420 2.167 -1.257
O -0.612 -0.103 1.809 -0.224
H -2.238 1.265 4.208 0.484
H -1.873 2.318 2.839 0.217
H -0.534 1.563 3.721 0.242
H -3.562 -0.418 3.038 0.435
H -2.741 -1.430 1.801 0.319
H -3.396 0.147 1.366 0.233
Te 2.834 0.284 2.326 0.080
C 3.208 -1.677 1.693 -0.074
C 2.777 -2.842 2.269 -0.381
C 3.141 -4.002 1.526 -0.596
C 3.839 -3.701 0.395 -0.343
S 4.078 -2.015 0.252 -0.175
H 2.190 -2.858 3.177 0.465
H 2.867 -5.011 1.804 0.412
H 4.176 -4.368 -0.384 0.474
```

Results
gap between HOMO and LUMO: 6.5 eV
charge: -1
LUMO: 1.8930 eV
multiplicity: 1

***

Entry two
DFT (ωB97M-V/def2-TZVPD) results for a structure of composition C24H18BrNO5RhSTe.

```
52
Properties=species:S:1:pos:R:3:mulliken_charge:R:1
Rh -0.558 -0.214 -0.066 -0.059
Br -0.674 -0.829 2.338 -0.048
C 1.152 -0.446 2.690 1.094
C 1.584 -0.514 3.977 -0.863
C 2.944 -0.255 4.246 -0.496
C 3.787 0.039 3.216 -0.900
C 3.329 0.102 1.876 0.925
C 4.224 0.404 0.825 -0.815
C 3.755 0.463 -0.449 -1.334
C 2.391 0.230 -0.732 -0.030
C 1.452 -0.060 0.224 -0.048
C 1.958 -0.136 1.572 1.105
H 0.899 -0.768 4.775 0.427
H 3.306 -0.299 5.265 0.395
H 4.837 0.231 3.406 0.342
H 5.268 0.581 1.055 0.363
H 4.428 0.691 -1.268 0.401
H 2.107 0.312 -1.760 0.027
O -3.531 1.866 -5.989 -0.711
C -2.307 1.676 -5.905 0.443
O -1.393 1.777 -6.746 -0.731
C -1.826 1.200 -4.509 0.329
C -0.533 0.733 -4.329 -1.461
C -0.116 0.329 -3.078 0.005
N -0.912 0.383 -2.001 0.254
C -2.192 0.779 -2.175 0.717
C -2.663 1.204 -3.400 -0.713
C -3.114 0.670 -0.979 0.104
O -4.182 1.260 -0.982 -0.717
O -2.653 -0.062 -0.025 -0.758
H 0.133 0.701 -5.180 0.481
H 0.871 -0.057 -2.930 0.661
H -3.691 1.521 -3.493 0.617
C -2.564 2.357 1.851 -1.176
C -1.420 2.792 0.989 0.909
C -1.212 4.270 0.819 -1.421
O -0.663 2.020 0.424 -0.266
H -3.441 2.969 1.634 0.386
H -2.286 2.534 2.895 0.371
H -2.801 1.311 1.686 0.191
H -1.270 4.778 1.783 0.395
H -2.023 4.658 0.198 0.342
H -0.259 4.466 0.336 0.350
Te -0.305 -2.499 -1.214 0.238
C -0.051 -3.972 0.263 0.113
C -0.602 -5.221 0.187 -0.585
C -0.181 -6.091 1.234 -0.369
C 0.682 -5.489 2.095 -0.612
S 0.997 -3.874 1.619 0.026
H -1.297 -5.506 -0.592 0.384
H -0.520 -7.112 1.344 0.345
H 1.137 -5.902 2.982 0.376
```

Results
gap between HOMO and LUMO: 6.9 eV
charge: -1
LUMO: 1.9178 eV
multiplicity: 1

***

Energies in hartree, measured from the most stable structure: entry one 0.0109; entry two 0.0000.

***

Entry one
DFT (ωB97M-V/def2-TZVPD) results for an isolated molecule of C17H17N5O2S.

```
42
Properties=species:S:1:pos:R:3:mulliken_charge:R:1
O -0.352 0.441 4.431 -0.681
O -2.331 -0.989 4.215 -0.702
N 1.274 -0.105 1.782 0.097
N 2.321 0.340 1.071 -0.890
N -0.235 0.960 0.342 -0.350
N -1.544 -3.388 1.464 -0.412
C 0.033 0.217 1.441 0.293
C 2.069 1.132 0.041 -0.508
C -1.089 -4.567 0.948 -0.299
C 0.778 1.476 -0.333 0.525
C -1.570 -2.317 0.684 0.949
C -0.659 -4.683 -0.376 -0.500
C -1.143 -2.337 -0.654 -0.383
C -0.719 -3.526 -1.191 -0.403
C -0.331 4.742 -1.892 -0.534
C 0.250 4.723 -3.164 -0.652
C -0.154 3.701 -1.009 -0.783
C 1.043 3.644 -3.485 -0.487
C 0.635 2.592 -1.331 0.763
C 1.269 2.584 -2.605 0.813
N -1.036 -0.374 2.051 0.165
C 2.133 1.356 -3.037 -1.574
C -2.092 -1.024 1.247 -1.363
C 0.076 -2.190 3.954 -0.953
S -0.951 -0.716 3.738 1.270
H 2.925 1.581 -0.432 0.582
H -1.069 -5.404 1.649 0.386
H -0.303 -5.594 -0.827 0.379
H -1.130 -1.396 -1.258 0.277
H -0.409 -3.524 -2.223 0.412
H -0.968 5.589 -1.630 0.369
H 0.098 5.548 -3.854 0.395
H -0.656 3.741 -0.068 0.465
H 1.459 3.665 -4.499 0.334
H 1.661 0.424 -2.772 0.328
H 3.173 1.407 -2.640 0.290
H 2.186 1.364 -4.098 0.477
H -2.420 -0.365 0.431 0.350
H -2.977 -1.262 1.849 0.508
H 0.240 -2.348 5.014 0.424
H 1.015 -2.093 3.419 0.311
H -0.500 -3.023 3.605 0.310
```

Results
structure (SMILES): Cc1ccccc1-c1cnnc(N(Cc2ccccn2)S(C)(=O)=O)n1
gap between HOMO and LUMO: 8.9 eV
LUMO: -0.4152 eV
multiplicity: 1

***

Entry two
DFT (ωB97M-V/def2-TZVPD) results for an isolated molecule of C17H17N5O2S.

```
42
Properties=species:S:1:pos:R:3:mulliken_charge:R:1
C -6.242 -0.119 -0.823 -0.842
H -7.007 -0.861 -1.045 0.239
O -5.040 -0.839 -0.691 -0.450
C -3.897 -0.151 -0.415 0.685
C -3.813 1.226 -0.238 -0.508
C -2.598 1.826 0.041 -0.640
C -1.446 1.059 0.147 -0.117
C -1.527 -0.321 -0.032 0.208
C -2.736 -0.918 -0.309 -0.461
H -2.808 -1.984 -0.450 0.448
H -0.635 -0.926 0.046 -0.005
N -0.183 1.604 0.423 0.175
C 0.148 2.886 0.680 0.738
O -0.614 3.825 0.736 -0.658
C 1.643 3.140 0.898 -0.777
H 2.044 3.636 0.012 0.390
H 1.761 3.797 1.759 0.500
S 2.676 1.677 1.198 -0.236
C 3.178 1.354 -0.426 0.498
N 2.991 2.097 -1.499 -0.175
N 3.571 1.445 -2.494 -0.636
N 4.095 0.361 -2.106 -0.379
N 3.879 0.251 -0.792 0.797
C 4.238 -0.898 -0.004 -1.621
C 2.998 -1.707 0.290 0.779
C 2.486 -1.788 1.578 -0.314
C 1.324 -2.500 1.820 -0.448
C 0.663 -3.127 0.777 -0.566
C 1.165 -3.041 -0.512 -0.512
C 2.328 -2.332 -0.755 -0.338
H 2.720 -2.257 -1.760 0.420
H 0.649 -3.522 -1.329 0.398
H -0.246 -3.677 0.967 0.448
H 0.931 -2.560 2.823 0.395
H 2.998 -1.294 2.390 0.372
H 4.952 -1.472 -0.599 0.412
H 4.711 -0.559 0.921 0.496
H 0.563 0.919 0.450 -0.280
H -2.543 2.893 0.177 0.510
H -4.689 1.850 -0.314 0.382
H -6.189 0.603 -1.645 0.340
H -6.502 0.403 0.103 0.336
```

Results
structure (SMILES): COc1ccc(NC(=O)CSc2nnnn2Cc2ccccc2)cc1
gap between HOMO and LUMO: 8.4 eV
LUMO: 0.3874 eV
multiplicity: 1

***

Energies in hartree, measured from the most stable structure: entry one 0.0436; entry two 0.0000.

***

Entry one
DFT (ωB97M-V/def2-TZVPD) results for a cluster of 2 separate species, CH3NOS2 in total.

```
8
Properties=species:S:1:pos:R:3:mulliken_charge:R:1
C -1.921 1.324 -1.534 0.094
N -1.136 2.159 -1.713 -0.362
O 1.227 -0.662 -0.571 -0.467
S 0.236 0.209 0.512 0.178
S -0.099 -0.049 2.750 -0.232
H -2.543 0.449 -1.554 0.284
H 2.160 -0.408 -0.829 0.343
H -0.382 -1.329 2.901 0.162
```

Results
structure (SMILES): C#N.OSS
gap between HOMO and LUMO: 8.2 eV
LUMO: -0.9670 eV
multiplicity: 1

***

Entry two
DFT (ωB97M-V/def2-TZVPD) results for a cluster of 2 separate species, CH3NOS2 in total.

```
8
Properties=species:S:1:pos:R:3:mulliken_charge:R:1
C -1.783 -1.253 -1.914 0.097
N -2.709 -1.282 -1.237 -0.332
O 2.361 1.322 1.000 -0.453
S 1.536 -0.008 1.614 0.076
S -0.354 0.374 1.046 -0.135
H -0.885 -1.270 -2.619 0.244
H 2.802 1.001 0.132 0.351
H -0.968 1.117 1.979 0.152
```

Results
structure (SMILES): C#N.OSS
gap between HOMO and LUMO: 9.8 eV
LUMO: 0.3872 eV
multiplicity: 1

***

Energies in hartree, measured from the most stable structure: entry one 0.0380; entry two 0.0000.